C60H158N12O18 | ωB97M-V/def2-TZVPD

Computed properties:
Gap between HOMO and LUMO   9.14 eV
Energy   -119507.412 eV
ΔE to the lowest compared entry with this formula, charge and spin   0.00 kJ/mol
LUMO energy   0.6 eV
HOMO   -0.31529 Eh
M   1335.99 g/mol

The geometry in XYZ format:
```
248
C60H158N12O18 | the Open Molecules 2025 dataset | ωB97M-V/def2-TZVPD
C -17.821 -19.184 17.006
O -16.937 -19.592 18.017
C -16.144 -20.679 17.637
C -15.336 -21.108 18.839
N -16.245 -21.413 19.923
C -15.588 -21.753 21.168
C -16.586 -21.819 22.298
O -15.911 -22.310 23.443
C -16.687 -22.172 24.583
H -18.442 -20.019 16.642
H -17.302 -18.738 16.152
H -18.545 -18.512 17.470
H -15.482 -20.513 16.774
H -16.797 -21.514 17.334
H -14.634 -20.283 19.068
H -14.695 -21.970 18.649
H -16.929 -20.686 20.081
H -14.827 -20.996 21.427
H -15.029 -22.693 21.142
H -17.435 -22.495 22.117
H -17.036 -20.836 22.511
H -16.294 -22.727 25.436
H -17.729 -22.519 24.484
H -16.790 -21.134 24.940
C -23.345 -17.867 16.540
O -22.532 -18.146 15.421
C -21.144 -18.363 15.704
C -20.566 -18.834 14.388
N -20.543 -17.717 13.461
C -20.001 -18.070 12.155
C -20.059 -16.853 11.283
O -21.420 -16.483 11.163
C -21.549 -15.183 10.630
H -23.349 -18.657 17.298
H -24.352 -17.691 16.169
H -22.963 -16.945 17.004
H -21.092 -19.117 16.497
H -20.727 -17.384 15.970
H -21.257 -19.595 13.996
H -19.575 -19.232 14.617
H -21.513 -17.444 13.343
H -20.667 -18.820 11.689
H -19.008 -18.500 12.243
H -19.706 -17.044 10.256
H -19.441 -16.029 11.666
H -21.211 -14.441 11.364
H -22.607 -15.040 10.424
H -20.961 -15.040 9.719
C -32.310 -21.371 21.561
O -30.957 -21.694 21.294
C -30.610 -21.572 19.938
C -30.155 -20.183 19.555
N -28.728 -20.006 19.781
C -28.338 -18.608 19.921
C -26.860 -18.439 20.209
O -26.046 -18.370 19.024
C -26.238 -19.402 18.082
H -32.373 -20.962 22.570
H -32.880 -22.308 21.576
H -32.743 -20.672 20.846
H -31.427 -21.901 19.277
H -29.855 -22.327 19.692
H -30.727 -19.446 20.145
H -30.378 -20.017 18.496
H -28.516 -20.478 20.656
H -28.900 -18.175 20.770
H -28.583 -18.010 19.040
H -26.461 -19.251 20.828
H -26.671 -17.449 20.622
H -25.467 -19.313 17.321
H -27.212 -19.305 17.596
H -26.137 -20.406 18.509
C -18.211 -18.455 27.244
O -18.801 -19.085 26.125
C -18.491 -18.407 24.914
C -19.426 -18.981 23.860
N -19.158 -18.331 22.579
C -20.130 -18.701 21.585
C -19.992 -17.958 20.288
O -20.538 -16.665 20.384
C -20.172 -15.805 19.343
H -18.374 -19.078 28.119
H -18.612 -17.446 27.377
H -17.123 -18.383 27.102
H -17.464 -18.663 24.626
H -18.618 -17.326 25.048
H -20.473 -18.838 24.169
H -19.256 -20.058 23.805
H -19.161 -17.322 22.670
H -21.171 -18.546 21.926
H -20.087 -19.764 21.326
H -20.550 -18.478 19.490
H -18.941 -17.983 19.962
H -20.199 -14.763 19.657
H -20.873 -15.885 18.491
H -19.188 -16.064 18.932
C -23.417 -14.935 7.183
O -23.607 -16.335 7.132
C -22.616 -17.051 7.840
C -22.645 -18.501 7.403
N -22.690 -18.529 5.931
C -22.745 -19.918 5.471
C -23.084 -20.018 4.001
O -24.497 -20.110 3.876
C -24.888 -20.248 2.542
H -23.979 -14.523 6.351
H -22.352 -14.695 7.084
H -23.749 -14.541 8.151
H -22.802 -16.854 8.900
H -21.636 -16.628 7.562
H -23.553 -18.963 7.807
H -21.714 -18.977 7.708
H -23.602 -18.144 5.697
H -23.469 -20.564 5.990
H -21.760 -20.373 5.621
H -22.626 -20.906 3.547
H -22.732 -19.143 3.439
H -25.929 -20.569 2.478
H -24.337 -21.036 2.006
H -24.784 -19.309 1.984
C -28.663 -13.682 19.216
C -27.450 -14.533 19.576
C -26.171 -14.022 18.949
O -26.294 -13.984 17.534
C -25.512 -14.923 16.858
N -27.204 -14.618 21.040
H -29.386 -13.754 20.025
H -29.066 -14.003 18.255
H -28.366 -12.643 19.051
H -27.558 -15.577 19.264
H -25.327 -14.634 19.278
H -25.935 -13.009 19.305
H -25.314 -14.577 15.844
H -26.029 -15.890 16.755
H -24.569 -15.170 17.356
H -27.267 -13.680 21.423
H -27.946 -15.176 21.445
C -25.812 -18.086 13.372
C -25.045 -17.309 12.323
C -24.758 -15.884 12.763
O -25.966 -15.252 13.150
C -25.940 -13.859 12.966
N -23.807 -18.034 12.008
H -25.749 -19.164 13.241
H -26.869 -17.820 13.294
H -25.477 -17.800 14.372
H -25.621 -17.233 11.395
H -24.297 -15.305 11.948
H -24.044 -15.880 13.605
H -25.873 -13.635 11.891
H -25.058 -13.411 13.446
H -26.839 -13.413 13.378
H -23.115 -17.439 11.562
H -23.405 -18.424 12.854
C -20.117 -13.642 14.260
C -20.797 -12.475 14.964
C -20.717 -12.666 16.476
O -21.808 -12.046 17.087
C -22.041 -12.453 18.397
N -20.142 -11.239 14.566
H -19.039 -13.562 14.385
H -20.220 -13.451 13.182
H -20.633 -14.566 14.513
H -21.879 -12.485 14.761
H -19.784 -12.156 16.782
H -20.572 -13.726 16.719
H -22.048 -13.549 18.481
H -23.003 -12.105 18.766
H -21.296 -12.044 19.097
H -20.365 -10.464 15.179
H -20.413 -10.965 13.629
C -23.984 -11.290 8.291
C -23.703 -11.552 9.763
C -22.246 -11.521 10.142
O -21.497 -12.456 9.423
C -20.113 -12.353 9.655
N -24.412 -10.579 10.608
H -23.201 -10.679 7.841
H -24.984 -10.902 8.102
H -23.955 -12.233 7.738
H -24.022 -12.585 9.994
H -22.167 -11.693 11.234
H -21.817 -10.506 10.058
H -19.742 -11.483 9.096
H -19.642 -13.280 9.346
H -19.853 -12.137 10.701
H -24.451 -10.911 11.565
H -25.360 -10.489 10.266
C -17.903 -17.736 7.469
C -17.280 -16.346 7.521
C -17.769 -15.509 8.683
O -17.079 -14.288 8.851
C -17.154 -13.396 7.754
N -15.822 -16.433 7.574
H -17.846 -18.095 6.443
H -18.927 -17.770 7.850
H -17.357 -18.415 8.130
H -17.599 -15.798 6.621
H -17.770 -15.999 9.660
H -18.835 -15.257 8.527
H -18.174 -13.457 7.339
H -16.463 -13.658 6.949
H -17.031 -12.379 8.115
H -15.435 -16.710 6.681
H -15.369 -15.571 7.845
C -17.459 -16.092 14.536
C -16.247 -16.780 13.917
C -16.415 -16.976 12.423
O -15.217 -17.525 11.910
C -15.343 -17.900 10.562
N -15.021 -16.003 14.233
H -18.187 -16.757 15.002
H -17.938 -15.473 13.775
H -17.161 -15.439 15.358
H -16.084 -17.765 14.365
H -16.631 -16.045 11.877
H -17.220 -17.710 12.291
H -14.492 -18.530 10.308
H -15.280 -17.023 9.899
H -16.300 -18.387 10.345
H -15.039 -15.177 13.640
H -14.236 -16.560 13.911
C -17.974 -21.343 13.373
C -17.631 -22.176 12.154
C -17.646 -21.363 10.882
O -18.968 -21.037 10.542
C -19.097 -20.923 9.138
N -16.308 -22.772 12.376
H -17.792 -21.924 14.283
H -19.035 -21.099 13.404
H -17.346 -20.451 13.415
H -18.332 -23.001 11.977
H -17.179 -21.947 10.072
H -16.918 -20.538 10.981
H -18.954 -21.896 8.662
H -18.512 -20.086 8.753
H -20.151 -20.695 8.939
H -16.070 -23.456 11.667
H -16.249 -23.268 13.255
C -21.108 -22.900 12.812
C -22.246 -23.899 12.826
O -21.765 -25.237 12.759
H -21.453 -21.873 12.935
H -20.484 -23.088 11.941
H -20.432 -23.045 13.665
H -22.917 -23.775 11.979
H -22.846 -23.785 13.738
H -21.280 -25.506 13.543
```